(1)
A molecular structure, C3H2AuLiO3, computed with ωB97M-V/def2-TZVPD.

```
10
Properties=species:S:1:pos:R:3
O 3.005 0.371 -0.698
O 1.737 -2.163 -1.126
C 1.038 -3.313 -1.006
C 1.407 -1.036 -0.307
O 0.119 -3.319 -0.150
C 2.537 -0.433 0.237
Li 1.634 -4.820 -2.319
H 2.524 0.084 1.212
H 1.699 0.057 -1.318
Au -0.157 -1.643 0.820
```

* Kohn-Sham gap (spin up / spin down): 6.037 / 7.585 eV
* LUMO energy (spin up / spin down): -5.12 / -6.66 eV
* highest occupied orbital energy (spin up / spin down): -11.2 / -14.2 eV
* ⟨S²⟩: 3.770
* molecular weight: 290.0 g mol⁻¹
* spin multiplicity: 4
* energy relative to the best compared isomer or geometry (same formula, charge and spin): 1.6392 eV
* charge: +1

(2)
A molecular structure, C3H2BeO2, computed with ωB97M-V/def2-TZVPD.

```
8
Properties=species:S:1:pos:R:3
O 0.548 -1.210 0.071
O -0.909 0.421 0.310
C 1.135 -0.159 -0.512
C 0.233 0.933 -0.341
C -0.638 -0.858 0.699
H 0.598 1.886 0.058
Be -1.435 -1.606 1.351
H 0.467 0.594 -1.636
```

* Kohn-Sham gap (spin up / spin down): 6.106 / 6.324 eV
* LUMO energy (spin up / spin down): -7.78 / -7.83 eV
* highest occupied orbital energy (spin up / spin down): -13.9 / -14.2 eV
* ⟨S²⟩: 0.753
* molecular weight: 79.1 g mol⁻¹
* spin multiplicity: 2
* energy relative to the best compared isomer or geometry (same formula, charge and spin): 5.9219 eV
* charge: +1

(3)
C3H2Br2 in the gas phase, computed with ωB97M-V/def2-TZVPD.

```
7
Properties=species:S:1:pos:R:3
C -0.303 -1.513 0.012
C 0.009 1.399 -0.618
C -0.593 0.081 -0.081
Br 1.506 -1.982 0.011
Br 1.682 1.816 0.122
H -1.616 0.067 -0.572
H -0.684 0.132 1.126
```

* Kohn-Sham gap (spin up / spin down): 7.302 / 7.307 eV
* LUMO energy (spin up / spin down): -1.51 / -1.51 eV
* highest occupied orbital energy (spin up / spin down): -8.8 / -8.8 eV
* molecular weight: 197.9 g mol⁻¹
* spin multiplicity: 1
* energy relative to the best compared isomer or geometry (same formula, charge and spin): 4.3276 eV
* charge: 0

(4)
C3H2Br2ClF in the gas phase, computed with ωB97M-V/def2-TZVPD.

```
9
Properties=species:S:1:pos:R:3
C -1.546 0.656 -0.503
C -2.807 1.585 0.378
C -0.878 -0.340 0.319
F -3.334 2.589 -0.268
Cl -3.596 0.918 1.724
Br -0.579 1.742 -1.694
Br 0.210 0.520 1.880
H -1.720 -0.685 0.964
H -0.102 -0.828 -0.266
```

* Kohn-Sham gap (spin up / spin down): 8.167 / 8.201 eV
* LUMO energy (spin up / spin down): 0.43 / -2.14 eV
* highest occupied orbital energy (spin up / spin down): -7.7 / -10.3 eV
* ⟨S²⟩: 2.014
* molecular weight: 252.3 g mol⁻¹
* spin multiplicity: 3
* energy relative to the best compared isomer or geometry (same formula, charge and spin): 0.6515 eV
* charge: 0

(5)
A molecular structure, C3H2Br2O2, computed with ωB97M-V/def2-TZVPD.

```
9
Properties=species:S:1:pos:R:3
C 2.058 -1.452 0.345
C 0.080 -0.275 0.173
C 2.702 -0.227 0.177
O 2.485 -2.554 0.309
O 0.614 -1.100 0.847
Br 4.511 -0.157 -0.191
Br 1.831 1.516 0.242
H -0.752 0.454 0.613
H 0.075 -0.374 -0.970
```

* Kohn-Sham gap (spin up / spin down): 6.161 / 8.322 eV
* LUMO energy (spin up / spin down): -0.02 / -2.43 eV
* highest occupied orbital energy (spin up / spin down): -6.2 / -10.8 eV
* ⟨S²⟩: 2.019
* molecular weight: 229.9 g mol⁻¹
* spin multiplicity: 3
* energy relative to the best compared isomer or geometry (same formula, charge and spin): 1.1063 eV
* charge: 0

(6)
C3H2Br2P2 in the gas phase, computed with ωB97M-V/def2-TZVPD.

```
9
Properties=species:S:1:pos:R:3
C -0.090 -1.008 0.211
C -0.633 0.208 0.714
C -0.422 1.419 0.251
P 1.619 1.035 -1.834
P 0.946 -0.732 -1.133
Br -1.948 -0.184 2.055
Br -0.820 3.062 0.783
H -0.559 -1.958 0.196
H 1.909 -1.844 -1.243
```

* Kohn-Sham gap (spin up / spin down): 6.214 / 6.241 eV
* LUMO energy (spin up / spin down): -1.74 / -1.57 eV
* highest occupied orbital energy (spin up / spin down): -8.0 / -7.8 eV
* molecular weight: 259.8 g mol⁻¹
* spin multiplicity: 1
* energy relative to the best compared isomer or geometry (same formula, charge and spin): 4.2727 eV
* charge: 0

(7)
C3H2Br3F3 in the gas phase, computed with ωB97M-V/def2-TZVPD.

```
11
Properties=species:S:1:pos:R:3
F -0.195 0.752 -1.864
C -0.984 0.120 -0.937
Br -2.762 1.116 -0.601
C -0.228 0.156 0.408
Br 0.411 2.087 0.713
C 1.143 -0.630 0.604
F 0.802 -1.922 0.916
F 1.702 -0.180 1.806
Br 2.441 -0.548 -0.891
H -1.349 -0.807 -1.351
H -0.983 -0.144 1.198
```

* Kohn-Sham gap: 10.200 eV
* LUMO energy: -0.32 eV
* highest occupied orbital energy: -10.5 eV
* molecular weight: 334.8 g mol⁻¹
* spin multiplicity: 1
* energy relative to the best compared isomer or geometry (same formula, charge and spin): 0.3733 eV
* charge: 0

(8)
A molecular structure, C3H2Br3NO, computed with ωB97M-V/def2-TZVPD.

```
10
Properties=species:S:1:pos:R:3
C 0.256 0.557 1.398
C 0.358 -0.306 0.223
C -0.853 -0.079 -0.681
N 0.210 1.250 2.303
O 1.485 -0.022 -0.556
Br -0.893 1.765 -1.287
Br -0.718 -1.250 -2.225
Br -2.489 -0.484 0.291
H 0.350 -1.359 0.567
H 2.293 -0.071 -0.033
```

* Kohn-Sham gap: 10.277 eV
* LUMO energy: -0.15 eV
* highest occupied orbital energy: -10.4 eV
* molecular weight: 307.8 g mol⁻¹
* spin multiplicity: 1
* energy relative to the best compared isomer or geometry (same formula, charge and spin): 0.2440 eV
* charge: 0